1.
C9H11N3Si | ωB97M-V with the def2-TZVPD basis set

CARTESIAN COORDINATES (ANGSTROEM)
C -1.468 1.387 1.289
C -1.264 1.882 0.017
C -1.610 0.017 1.568
C -1.058 0.986 -0.993
C -1.420 -0.860 0.520
C 1.550 0.101 1.988
C 2.020 0.868 0.102
C -1.178 -0.389 -0.767
C 1.991 -1.257 -1.055
N 1.781 1.273 1.298
N 1.450 -0.961 1.234
N 1.729 -0.550 0.036
Si -1.135 -1.540 -2.207
H -1.674 2.152 2.116
H -1.243 2.980 -0.190
H -1.875 -0.428 2.550
H -0.625 1.376 -2.024
H -1.837 -1.840 0.680
H 1.597 -0.074 3.024
H 2.010 1.423 -0.853
H 2.421 -2.215 -0.794
H 2.490 -0.703 -1.850
H -0.998 -0.852 -3.634
H -1.655 -2.776 -2.053

Properties
HOMO-LUMO gap (spin up / spin down) = 0.2623 / 0.2329 Eh
HOMO level (spin up / spin down) = -7.51 / -6.68 eV



2.
C9H11N5P | ωB97M-V with the def2-TZVPD basis set

CARTESIAN COORDINATES (ANGSTROEM)
C 1.301 -1.811 -3.351
C 2.563 -0.299 -1.836
C 1.433 -0.972 -2.227
C 0.381 -0.602 -1.372
C -1.852 -0.641 2.064
C -0.746 0.312 2.165
C -2.515 -1.445 1.074
C 0.036 1.316 0.076
C 0.787 2.175 2.176
N 1.062 -2.288 -4.381
N 2.171 0.650 -0.972
N -2.310 -1.701 -0.156
N 0.851 0.498 -0.641
N 0.013 1.125 1.462
P -1.378 -1.179 -1.365
H 3.499 -0.334 -2.350
H -2.332 -0.752 3.003
H -0.765 0.757 3.230
H -3.214 -2.094 1.605
H -0.899 1.348 -0.381
H 1.746 2.195 1.701
H 0.364 3.200 2.065
H 0.776 1.964 3.273
H 2.764 1.382 -0.444
H -1.412 -2.352 -2.162
H -2.321 -0.451 -2.254

Properties
HOMO-LUMO gap = 0.2569 Eh
SMILES = C[N+]1=C/N2NC=C(C#N)C2=[PH2]\N=C/C=C\1
total charge = +1
HOMO level = -11.48 eV



3.
C9H11NO3 | ωB97M-V with the def2-TZVPD basis set

CARTESIAN COORDINATES (ANGSTROEM)
C 2.263 -0.173 0.180
C 2.041 0.495 1.571
C 1.339 0.701 -0.794
C -0.204 0.467 -0.796
C -0.976 0.884 0.253
C -0.798 -0.460 -1.611
C -2.286 0.474 0.462
C -2.068 -0.991 -1.471
C -2.820 -0.454 -0.454
H 1.714 -1.995 0.940
H 1.713 -1.901 -0.680
H 3.238 0.235 -0.142
H 1.472 1.715 -0.420
H 1.686 0.551 -1.859
H -0.566 1.630 0.942
H -0.253 -0.841 -2.529
H -2.909 0.994 1.169
H -2.401 -1.920 -1.955
H -4.651 -0.531 0.373
H 2.171 2.087 2.683
N 2.212 -1.606 0.134
O 1.618 -0.144 2.561
O -4.082 -0.952 -0.372
O 2.547 1.734 1.815

Properties
HOMO-LUMO gap = 0.3411 Eh
SMILES = N[C@@H](Cc1ccc(O)cc1)C(=O)O
HOMO level = -8.63 eV



4.
C9H11NO3 | ωB97M-V with the def2-TZVPD basis set

CARTESIAN COORDINATES (ANGSTROEM)
C -1.351 0.864 0.559
C -2.447 1.525 1.505
C 0.135 0.760 1.134
C 0.822 -0.225 0.192
C 1.125 -1.543 0.649
C 1.310 0.269 -1.025
C 1.608 -2.437 -0.326
C 2.035 -0.611 -1.717
C 2.242 -1.866 -1.386
H -0.567 2.218 -0.938
H -2.629 1.501 -1.051
H -1.886 -0.076 0.526
H 0.401 0.412 2.128
H 0.601 1.674 0.940
H 0.600 -1.861 1.506
H 0.744 1.235 -1.311
H 1.718 -3.517 -0.049
H 2.497 -0.399 -2.784
H 3.234 -2.353 -3.016
H -2.530 3.180 0.263
N -1.458 1.429 -0.732
O -2.977 1.059 2.563
O 2.940 -2.703 -2.226
O -3.068 2.591 1.086

Properties
HOMO-LUMO gap = 0.3238 Eh
SMILES = N[C@@H](Cc1ccc(O)cc1)C(=O)O
HOMO level = -8.70 eV



5.
C9H11NO3 | ωB97M-V with the def2-TZVPD basis set

CARTESIAN COORDINATES (ANGSTROEM)
N 1.790 1.371 0.629
H 0.920 1.575 1.107
H 1.779 1.885 -0.248
C 1.914 -0.058 0.363
H 1.634 -0.595 1.278
C 1.056 -0.581 -0.804
C -0.405 -0.437 -0.492
C -1.139 0.637 -0.974
C -2.474 0.795 -0.643
C -3.098 -0.127 0.187
C -2.370 -1.208 0.678
C -1.041 -1.354 0.340
H -0.484 -2.198 0.721
H -2.867 -1.919 1.318
O -4.406 -0.016 0.543
H -4.796 0.761 0.125
H -3.033 1.635 -1.032
H -0.672 1.360 -1.628
H 1.319 -1.627 -0.967
H 1.311 -0.021 -1.707
C 3.402 -0.376 0.122
O 3.785 -1.388 -0.390
O 4.217 0.579 0.558
H 3.660 1.307 0.914

Properties
HOMO-LUMO gap = 0.3425 Eh
SMILES = N[C@@H](Cc1ccc(O)cc1)C(=O)O
HOMO level = -8.76 eV



6.
C9H11NO4S | ωB97M-V with the def2-TZVPD basis set

CARTESIAN COORDINATES (ANGSTROEM)
O -2.268 1.102 0.654
C -2.274 1.617 -0.434
O -3.399 2.041 -1.018
H -4.169 1.850 -0.459
C -1.072 1.844 -1.307
C 0.230 1.854 -0.506
N 1.311 1.288 -1.289
S 1.261 -0.355 -1.622
O 2.580 -0.693 -2.065
O 0.153 -0.600 -2.500
C 0.932 -1.131 -0.042
C -0.351 -1.535 0.268
C -0.603 -2.082 1.515
C 0.430 -2.218 2.429
C 1.717 -1.819 2.102
C 1.971 -1.267 0.857
H 2.962 -0.955 0.564
H 2.519 -1.935 2.815
H 0.233 -2.641 3.403
H -1.602 -2.394 1.774
H -1.129 -1.420 -0.470
H 2.230 1.524 -0.951
H 0.505 2.877 -0.240
H 0.070 1.289 0.425
H -1.027 1.007 -2.013
H -1.212 2.753 -1.889

Properties
HOMO-LUMO gap = 0.3881 Eh
SMILES = O=C(O)CCNS(=O)(=O)c1ccccc1
HOMO level = -9.94 eV



7.
C9H11NP | ωB97M-V with the def2-TZVPD basis set

CARTESIAN COORDINATES (ANGSTROEM)
C 1.278 -0.453 1.380
C 1.671 -0.753 2.627
C 2.676 -0.212 -0.303
C 0.176 -0.588 -0.886
C -0.976 0.021 -0.516
C -1.920 1.010 -2.617
C 1.354 -0.345 0.001
C 0.638 -0.296 3.498
C -2.157 0.071 -1.438
N 0.151 -0.938 2.301
P -0.540 2.106 -2.493
H 3.107 0.004 -1.310
H 3.552 -0.325 0.358
H 0.300 -1.195 -1.744
H -1.077 0.653 0.381
H -2.691 0.866 -3.317
H 0.349 -0.772 4.558
H 0.471 0.804 3.479
H -2.238 -0.926 -1.744
H -3.117 0.249 -0.931
H -0.127 -1.953 2.243
H -0.880 2.971 -3.530

Properties
HOMO-LUMO gap = 0.2393 Eh
SMILES = [H]/P=C/C/C=C/C(=C)C1=C2C[N@H+]21
total charge = +1
HOMO level = -11.92 eV



8.
C9H11O2 | ωB97M-V with the def2-TZVPD basis set

CARTESIAN COORDINATES (ANGSTROEM)
C -0.858 -0.943 0.269
C 1.245 -1.751 -0.878
C 0.073 -0.981 -0.912
C 1.948 -2.031 -2.039
C 1.539 -1.572 -3.280
C -0.407 -0.595 -2.177
C 0.260 -1.017 -3.313
H 1.654 -2.108 0.053
H 2.874 -2.597 -1.905
H -1.774 -1.403 -0.110
H -0.989 0.079 0.687
H 2.173 -1.860 -4.106
H -1.387 -0.164 -2.213
H -0.034 -0.557 -4.264
H -0.566 -1.426 1.208
C 0.243 1.564 3.524
C -0.953 2.107 2.655
O -1.743 2.897 3.219
O -0.952 1.758 1.452
H 0.446 0.536 3.195
H 0.034 1.653 4.586
H 1.127 2.117 3.225

Properties
HOMO-LUMO gap = 0.2709 Eh
total charge = -1
HOMO level = -4.14 eV



9.
C9H11O2S | ωB97M-V with the def2-TZVPD basis set

CARTESIAN COORDINATES (ANGSTROEM)
C -0.719 -1.952 0.104
C 0.001 -1.755 -1.039
C -0.856 -1.028 1.119
C 0.851 -0.636 -1.271
C 2.511 -0.945 0.567
C -0.202 0.092 1.552
C 1.690 -0.042 -0.372
C 0.595 0.044 -2.524
C -0.820 1.378 2.090
O 2.353 -2.120 0.529
O 3.362 -0.314 1.304
S 2.546 1.445 -0.622
H -1.376 -2.841 0.098
H 0.011 -2.423 -1.860
H -1.894 -0.899 1.418
H 0.840 0.166 1.280
H -0.528 0.191 -2.599
H 0.609 -0.673 -3.455
H 1.139 0.991 -2.661
H -1.507 1.315 2.882
H -1.431 1.821 1.229
H 0.021 2.011 2.376
H 3.452 0.571 0.841

Properties
HOMO-LUMO gap = 0.2470 Eh
SMILES = C/C=C/C=C\C(C)=C(\[S-])C(=O)O
total charge = -1
HOMO level = -3.22 eV



10.
C9H11O3 | ωB97M-V with the def2-TZVPD basis set

CARTESIAN COORDINATES (ANGSTROEM)
C -2.181 -1.676 1.149
C -2.992 -0.452 1.471
O -2.309 0.651 1.754
O -4.198 -0.435 1.607
H -1.162 -1.343 0.970
H -2.490 -2.117 0.200
H -2.383 -2.369 1.968
C 4.318 -0.223 -1.138
C 0.682 0.528 -1.861
C 2.022 0.319 -2.089
C 0.102 0.527 -0.536
C 2.852 0.054 -1.000
C 0.937 0.218 0.573
C 2.324 0.147 0.282
O -1.173 0.720 -0.460
H 0.018 0.455 -2.707
H 2.325 0.534 -3.104
H -1.631 0.981 1.081
H 0.578 0.155 1.580
H 4.483 -0.098 -2.238
H 4.792 -1.205 -0.998
H 2.885 -0.209 1.144
H 4.990 0.508 -0.677

Properties
HOMO-LUMO gap = 0.2584 Eh
total charge = -1
HOMO level = -3.48 eV



11.
C9H11O3 | ωB97M-V with the def2-TZVPD basis set

CARTESIAN COORDINATES (ANGSTROEM)
C 4.292 -1.405 -0.504
C 0.521 0.560 -0.559
C 1.562 0.965 -1.435
C 0.779 -0.537 0.317
C 2.769 0.312 -1.429
C 2.024 -1.128 0.480
C 2.968 -0.726 -0.512
O -0.526 1.336 -0.512
H -1.380 0.754 -0.153
H 1.513 1.859 -2.029
H -0.080 -0.806 0.950
H 3.529 0.681 -2.100
H 2.373 -1.752 1.285
H 5.069 -0.771 -0.032
H 4.672 -1.656 -1.487
H 4.255 -2.321 0.090
C -4.249 -0.756 1.668
C -3.304 0.225 0.894
O -2.078 -0.132 0.816
O -3.778 1.246 0.403
H -3.970 -1.765 1.414
H -5.213 -0.296 1.736
H -4.038 -0.639 2.744

Properties
2S+1 = 2
HOMO-LUMO gap (spin up / spin down) = 0.2981 / 0.1727 Eh
HOMO level (spin up / spin down) = -8.20 / -8.20 eV